Arrangement w

Formula: C3H7N3O
Source: the Open Molecules 2025 dataset
Level of theory: wB97M-V/def2-TZVPD

Element x y z (Å)
1 O 1.33 1.79 0.75
2 N -1.14 -0.13 -0.11
3 N -1.42 -1.42 1.93
4 N -2.00 0.85 -0.56
5 C 1.38 0.64 0.44
6 C 1.91 0.08 -0.85
7 C -1.15 -0.79 0.92
8 H 1.20 -0.64 -1.25
9 H -2.92 0.46 -0.78
10 H 0.92 -0.19 1.14
11 H -1.44 -2.42 1.97
12 H 2.05 0.89 -1.57
13 H -1.57 1.30 -1.36
14 H 2.85 -0.42 -0.67

Structure (SMILES): N=C=NN.CC=O
LUMO in eV: 0.8
Orbital gap in eV: 9.8

---

Arrangement x

Formula: C3H7N3O
Source: the Open Molecules 2025 dataset
Level of theory: wB97M-V/def2-TZVPD

Element x y z (Å)
1 O -1.28 -0.98 1.47
2 N 0.37 1.69 -0.09
3 N -1.64 -1.67 -0.64
4 N 1.04 2.72 -0.28
5 C -0.86 -1.05 0.31
6 C 0.55 -0.63 -0.08
7 C 0.96 0.65 0.65
8 H 0.72 -0.40 -1.11
9 H 0.50 3.27 -0.92
10 H -2.47 -1.83 -0.10
11 H -1.72 -1.75 -1.61
12 H 0.51 0.86 1.60
13 H 1.31 -1.44 0.11
14 H 2.02 0.55 0.70

Structure (SMILES): [H]/N=N/CCC(N)=O
LUMO in eV: 1.0
Orbital gap in eV: 10.3

---

Arrangement y

Formula: C3H7N3O
Source: the Open Molecules 2025 dataset
Level of theory: wB97M-V/def2-TZVPD

Element x y z (Å)
1 O 1.66 0.05 -1.26
2 N -1.77 0.88 1.12
3 N -0.05 -0.51 0.29
4 N -0.06 1.36 -1.25
5 C -1.19 -0.35 1.05
6 C 0.89 -1.42 0.85
7 C 0.53 0.30 -0.83
8 H 0.43 -1.95 1.63
9 H -1.28 1.08 -1.27
10 H 1.70 -1.97 0.00
11 H 0.22 1.44 -2.24
12 H -1.65 -1.54 1.46
13 H -2.75 0.18 1.62
14 H 1.84 -0.91 1.32

LUMO in eV: 0.5
Orbital gap in eV: 9.9

---

Arrangement z

Formula: C3H7N3O
Source: the Open Molecules 2025 dataset
Level of theory: wB97M-V/def2-TZVPD

Element x y z (Å)
1 O 0.02 -1.94 0.14
2 N -2.89 0.67 -0.86
3 N 1.57 -0.40 0.15
4 N -0.71 0.21 -0.28
5 C 0.34 -0.64 0.00
6 C 2.17 0.90 0.12
7 C -2.04 -0.17 -0.45
8 H -3.81 0.24 -0.92
9 H 2.20 1.32 -0.89
10 H 3.21 0.79 0.46
11 H 0.94 -2.22 0.33
12 H 1.67 1.61 0.79
13 H -0.50 1.17 -0.51
14 H -2.22 -1.22 -0.20

Structure (SMILES): [H]/N=C/N/C(O)=N\C
LUMO in eV: 0.9
Orbital gap in eV: 10.1

---

From most stable to least stable, the computed energies give arrangement z, arrangement x, arrangement w, arrangement y.

---

Arrangement w

Formula: C3H7N3O
Source: the Open Molecules 2025 dataset
Level of theory: wB97M-V/def2-TZVPD

Element x y z (Å)
1 O 0.70 2.41 -0.62
2 N -1.63 -0.60 0.95
3 N 1.68 0.49 0.31
4 N 1.03 -1.74 0.91
5 C 1.02 -0.50 0.46
6 C -1.02 -0.21 -0.06
7 C -1.06 0.18 -1.33
8 H 0.15 -2.23 0.94
9 H 1.00 2.41 0.29
10 H 1.89 -2.27 0.89
11 H -0.21 0.03 -1.97
12 H -2.01 0.36 -1.80
13 H -0.10 1.85 -0.82
14 H -1.43 -0.18 1.86

Structure (SMILES): C=C=N.N#CN.O
LUMO in eV: -0.8
Orbital gap in eV: 8.5

---

Arrangement x

Formula: C3H7N3O
Source: the Open Molecules 2025 dataset
Level of theory: wB97M-V/def2-TZVPD

Element x y z (Å)
1 O 2.16 1.46 -0.64
2 N -2.26 0.18 0.35
3 N -0.25 -1.98 -0.41
4 N -0.19 -1.00 0.62
5 C -0.98 0.19 0.45
6 C 1.23 0.91 0.18
7 C -0.10 1.29 0.15
8 H 1.71 1.99 -1.31
9 H 0.34 -1.21 1.46
10 H -0.97 -1.73 -1.09
11 H -0.48 2.19 -0.31
12 H 1.76 0.42 0.99
13 H -2.59 -0.78 0.51
14 H 0.62 -1.95 -0.94

Structure (SMILES): [H]/N=C(/C=C/O)NN
LUMO in eV: 0.6
Orbital gap in eV: 8.6

---

Arrangement y

Formula: C3H7N3O
Source: the Open Molecules 2025 dataset
Level of theory: wB97M-V/def2-TZVPD

Element x y z (Å)
1 O 0.75 -2.57 -0.24
2 N -1.90 1.11 -0.13
3 N -1.27 -1.06 0.63
4 N 0.31 0.01 -0.47
5 C 0.53 -1.52 0.31
6 C 1.22 1.06 0.01
7 C -1.17 0.07 -0.03
8 H 1.02 1.26 1.06
9 H 1.01 -1.23 1.24
10 H -1.90 1.60 -1.02
11 H 0.32 -0.04 -1.49
12 H -2.21 -1.41 0.78
13 H 2.25 0.74 -0.10
14 H 1.04 1.98 -0.54

LUMO in eV: 0.6
Orbital gap in eV: 9.5

---

From most stable to least stable, the computed energies give arrangement y, arrangement x, arrangement w.

---

Arrangement w

Formula: C3H10O3
Source: the Open Molecules 2025 dataset
Level of theory: wB97M-V/def2-TZVPD

Element x y z (Å)
1 O -2.02 -1.10 1.48
2 O -2.50 -1.16 0.10
3 O 1.09 0.54 -1.90
4 C 0.07 1.50 0.05
5 C 1.36 -0.66 0.16
6 C 0.44 0.21 -0.68
7 H 0.97 2.08 0.30
8 H 1.88 1.06 -1.69
9 H 1.67 -1.55 -0.41
10 H -1.69 -1.62 -0.29
11 H -0.53 -0.30 -0.94
12 H 0.87 -0.98 1.08
13 H -2.86 -1.32 1.91
14 H 2.28 -0.13 0.42
15 H -0.47 1.29 0.98
16 H -0.56 2.13 -0.58

Structure (SMILES): CC(C)O.OO
LUMO in eV: 0.8
Orbital gap in eV: 11.0

---

Arrangement x

Formula: C3H10O3
Source: the Open Molecules 2025 dataset
Level of theory: wB97M-V/def2-TZVPD

Element x y z (Å)
1 O 0.93 0.18 -0.69
2 O -2.78 -0.57 1.11
3 O 5.21 -0.28 0.60
4 C -1.51 0.06 -0.84
5 C -0.19 -0.67 -0.63
6 C -2.17 0.52 0.46
7 H -0.26 -1.20 0.32
8 H -3.23 -0.24 1.89
9 H 1.06 0.63 0.16
10 H -1.36 0.95 -1.44
11 H -2.20 -0.56 -1.42
12 H -0.01 -1.42 -1.41
13 H -2.91 1.31 0.25
14 H -1.39 0.97 1.09
15 H 5.84 0.41 0.85
16 H 4.98 -0.11 -0.32

Structure (SMILES): OCCCO.O
LUMO in eV: 0.8
Orbital gap in eV: 10.9

---

Arrangement y

Formula: C3H10O3
Source: the Open Molecules 2025 dataset
Level of theory: wB97M-V/def2-TZVPD

Element x y z (Å)
1 O 0.70 2.12 -4.07
2 O 0.36 -1.49 -0.04
3 O 1.93 1.99 -0.29
4 C -1.24 -0.06 1.05
5 C -1.20 -2.52 1.51
6 C -0.75 -1.29 0.88
7 H -0.40 -2.97 2.05
8 H -1.26 -3.35 0.74
9 H 0.80 3.14 -4.03
10 H -0.69 0.85 1.08
11 H 1.45 2.22 0.47
12 H 0.54 1.84 -3.18
13 H -1.69 -0.21 2.10
14 H 0.71 -0.52 -0.11
15 H -2.00 -2.23 2.19
16 H 2.74 2.48 -0.35

Structure (SMILES): C=C(C)O.O.O
LUMO in eV: 0.4
Orbital gap in eV: 9.6

---

From most stable to least stable, the computed energies give arrangement x, arrangement y, arrangement w.

---

Arrangement w

Formula: C43H41Br2CoGeN5O3
Source: the Open Molecules 2025 dataset
Level of theory: wB97M-V/def2-TZVPD

Element x y z (Å)
1 Br 0.60 4.25 -2.50
2 Br 1.44 1.01 -7.03
3 Ge -1.69 0.81 -1.11
4 Co 1.68 -0.14 -0.05
5 O -4.84 1.80 3.68
6 O 0.44 1.33 -1.17
7 O -4.41 -0.20 4.43
8 N 2.70 -2.37 1.59
9 N 1.49 -2.07 0.88
10 N 3.47 0.56 0.65
11 N 1.27 0.76 2.16
12 N 1.68 -0.79 -2.07
13 C 4.23 -3.79 2.77
14 C -2.54 0.92 3.73
15 C 3.65 0.74 2.07
16 C -1.70 -0.12 4.12
17 C 1.10 2.39 -4.63
18 C -4.54 0.93 0.36
19 C 1.37 1.11 -5.10
20 C 4.59 0.54 -0.08
21 C -5.80 0.74 0.82
22 C 6.09 0.86 1.88
23 C -1.69 -1.87 -4.41
24 C 2.33 -1.90 -2.50
25 C -1.92 0.07 -2.89
26 C -0.76 2.04 2.55
27 C 1.28 0.10 -3.03
28 C -1.80 -1.00 -5.50
29 C 2.14 -1.32 -4.83
30 C -3.00 4.76 -0.06
31 C -0.42 -0.12 3.63
32 C -4.24 4.57 0.57
33 C 0.03 0.94 2.89
34 C -4.77 3.29 0.61
35 C 0.89 2.50 -3.25
36 C -1.29 -0.70 0.09
37 C -1.71 -1.34 -3.07
38 C -2.75 2.38 -0.39
39 C -3.98 2.20 0.22
40 C -6.13 3.08 1.01
41 C -2.04 2.07 3.01
42 C -2.20 0.87 -3.99
43 C 2.83 -3.74 2.11
44 C 1.59 -0.12 -4.39
45 C 5.90 0.61 0.57
46 C -2.31 3.68 -0.61
47 C -2.10 0.36 -5.33
48 C -6.60 1.81 1.11
49 C 0.85 1.35 -2.51
50 C 2.45 -2.28 -3.85
51 C 2.41 0.95 2.72
52 C 2.90 -4.88 1.00
53 C 4.76 0.93 2.70
54 C 1.77 -4.01 3.16
55 C -3.97 0.82 3.99
56 H -1.43 -2.97 -4.55
57 H 3.04 -3.19 -4.07
58 H 1.96 -4.93 0.38
59 H -0.34 2.80 1.90
60 H 1.09 3.30 -5.23
61 H -4.79 5.46 0.99
62 H 4.38 -4.80 3.11
63 H 2.79 -2.42 -1.62
64 H 3.69 -4.62 0.31
65 H 4.56 0.51 -1.25
66 H 6.79 0.90 2.71
67 H -2.40 5.68 -0.12
68 H -4.45 2.41 3.03
69 H -2.23 1.05 -6.20
70 H 1.22 -2.81 0.27
71 H -0.47 -0.37 0.69
72 H -2.05 -0.98 4.69
73 H 5.04 -3.66 2.07
74 H 2.35 1.37 3.63
75 H 0.24 -1.00 3.66
76 H -2.54 1.86 -3.79
77 H -1.19 -1.66 -0.40
78 H -6.16 -0.26 1.04
79 H -4.03 0.02 0.08
80 H -6.79 3.91 1.18
81 H 4.24 -3.08 3.60
82 H -1.37 3.90 -1.23
83 H 3.46 -2.10 0.97
84 H 6.64 0.55 -0.18
85 H 1.76 -3.16 3.84
86 H -2.64 2.93 2.87
87 H 5.01 0.81 3.74
88 H -1.65 -2.05 -2.28
89 H 2.29 -1.47 -5.90
90 H -1.54 -1.42 -6.45
91 H -2.06 -0.74 0.86
92 H 1.88 -4.96 3.71
93 H 0.76 -3.94 2.75
94 H -7.62 1.72 1.46
95 H 0.78 -2.08 1.60
96 H 3.05 -5.88 1.43

Charge: +2
LUMO (spin up / spin down) in eV: -7.4 / -9.9
Orbital gap (spin up / spin down) in eV: 2.0 / 3.0
Spin multiplicity: 6

---

Arrangement x

Formula: C43H41Br2CoGeN5O3
Source: the Open Molecules 2025 dataset
Level of theory: wB97M-V/def2-TZVPD

Element x y z (Å)
1 Br 0.56 0.79 6.65
2 Br -2.48 4.28 3.47
3 Ge 2.26 -1.83 -1.90
4 Co -1.51 0.41 0.19
5 O -1.93 1.97 1.54
6 O -3.43 1.36 7.08
7 O -3.93 -0.67 7.57
8 N -3.08 -0.48 1.07
9 N -1.54 2.16 -1.11
10 N -1.03 2.02 -2.41
11 N -0.08 -0.01 1.56
12 N -2.37 -0.88 -1.43
13 C 3.61 -5.72 0.04
14 C -3.04 -1.20 4.70
15 C -1.96 -1.07 -2.76
16 C -4.07 0.70 2.99
17 C -4.53 -1.95 -1.99
18 C 0.73 -1.05 1.67
19 C -0.77 2.57 4.84
20 C -3.69 -0.03 5.22
21 C 2.75 -0.09 -1.27
22 C 6.80 0.78 -1.80
23 C -1.28 3.09 -3.38
24 C -3.65 0.29 6.61
25 C 2.44 2.04 -0.20
26 C -2.77 3.37 -3.41
27 C 3.74 2.33 -0.50
28 C -0.33 0.76 2.71
29 C 1.97 -1.88 -3.88
30 C 2.50 -3.46 -1.09
31 C -4.19 0.89 4.32
32 C 2.30 -4.62 -1.71
33 C -0.47 4.37 -3.10
34 C -3.59 -1.36 -1.03
35 C 3.29 -3.38 0.13
36 C -4.10 -2.08 -3.27
37 C 4.14 0.12 -1.50
38 C -2.74 -1.71 -3.63
39 C 0.25 0.54 3.83
40 C -2.93 -1.38 3.33
41 C -0.83 2.49 -4.65
42 C -3.90 -1.17 0.26
43 C -0.11 1.34 4.97
44 C -3.43 -0.41 2.43
45 C 4.60 1.39 -1.07
46 C 5.03 -0.82 -2.05
47 C 1.38 -1.29 2.86
48 C 1.98 0.82 -0.61
49 C -1.41 2.76 3.65
50 C -1.31 1.91 2.57
51 C 3.83 -4.49 0.65
52 C 2.92 -5.73 -1.15
53 C 1.14 -0.56 3.96
54 C 5.99 1.65 -1.16
55 C 6.30 -0.42 -2.25
56 H 4.53 -4.48 1.47
57 H 4.25 3.22 -0.04
58 H -0.95 3.20 5.77
59 H -0.84 3.28 -5.47
60 H 2.13 -1.05 -4.51
61 H 6.30 2.56 -0.68
62 H -2.53 2.35 -1.22
63 H 1.40 -0.86 4.94
64 H -1.39 1.57 -4.95
65 H -0.03 1.70 -2.35
66 H 0.61 4.16 -3.29
67 H -0.54 4.85 -2.10
68 H -4.37 1.47 2.31
69 H 1.76 2.71 0.34
70 H 2.66 -2.66 -4.25
71 H -1.11 -0.49 -2.96
72 H -2.75 -1.95 5.37
73 H 1.86 -4.71 -2.71
74 H 0.95 0.61 -0.34
75 H 1.00 -1.84 1.00
76 H -2.37 -1.94 -4.61
77 H -1.26 3.09 -0.69
78 H -3.06 4.07 -2.63
79 H 2.89 -6.62 -1.74
80 H -0.86 5.10 -3.80
81 H 2.04 -2.14 3.01
82 H 0.94 -2.27 -3.88
83 H -4.34 -1.40 7.06
84 H 4.77 -1.79 -2.35
85 H 4.20 -6.52 0.49
86 H 3.62 -2.41 0.46
87 H 0.17 2.17 -4.57
88 H -4.61 1.86 4.68
89 H -3.05 3.73 -4.38
90 H -4.81 -1.47 0.65
91 H -2.48 -2.26 3.02
92 H 7.85 0.88 -1.93
93 H 7.07 -1.11 -2.71
94 H -3.41 2.46 -3.28
95 H -5.57 -2.02 -1.69
96 H -4.73 -2.51 -4.02

Charge: +2
LUMO (spin up / spin down) in eV: -6.9 / -7.3
Orbital gap (spin up / spin down) in eV: 3.6 / 5.8
Spin multiplicity: 6

---

From most stable to least stable, the computed energies give arrangement x, arrangement w.